{
  "formula": "C36H108N4O16",
  "method": "ωB97M-V/def2-TZVPD",
  "symbols": ["C", "O", "H", "H", "H", "H", "C", "O", "H", "H", "H", "H", "C", "O", "H", "H", "H", "H", "C", "O", "H", "H", "H", "H", "C", "C", "O", "H", "H", "H", "H", "H", "H", "C", "C", "O", "H", "H", "H", "H", "H", "H", "C", "C", "O", "H", "H", "H", "H", "H", "H", "C", "C", "O", "H", "H", "H", "H", "H", "H", "C", "C", "O", "H", "H", "H", "H", "H", "H", "C", "C", "O", "H", "H", "H", "H", "H", "H", "C", "C", "O", "H", "H", "H", "H", "H", "H", "C", "C", "O", "H", "H", "H", "H", "H", "H", "C", "C", "C", "O", "C", "N", "H", "H", "H", "H", "H", "H", "H", "H", "H", "H", "H", "C", "C", "C", "O", "C", "N", "H", "H", "H", "H", "H", "H", "H", "H", "H", "H", "H", "C", "C", "C", "O", "C", "N", "H", "H", "H", "H", "H", "H", "H", "H", "H", "H", "H", "C", "C", "C", "O", "C", "N", "H", "H", "H", "H", "H", "H", "H", "H", "H", "H", "H"],
  "xyz": [[-2.29066, 3.33722, -2.55517], [-0.90490, 3.07979, -2.70431], [-2.48851, 3.83079, -1.64414], [-2.63919, 3.99513, -3.35314], [-2.97759, 2.43607, -2.55185], [-0.55304, 2.79997, -1.82346], [-1.61295, -4.45271, -2.04066], [-1.06162, -5.45657, -2.86396], [-2.68461, -4.32958, -2.22966], [-1.39674, -4.71421, -0.99985], [-1.11551, -3.46413, -2.07433], [-0.09194, -5.34480, -2.92494], [2.16652, 3.87316, -3.44338], [2.60617, 3.32767, -2.17406], [2.57670, 3.21062, -4.21260], [1.11698, 3.58805, -3.55247], [2.47035, 4.94179, -3.47568], [2.53880, 4.11382, -1.54481], [-0.45718, -3.10381, 5.07558], [-0.63180, -2.12588, 4.03543], [-1.43429, -3.53888, 5.41986], [0.30842, -3.82909, 4.80291], [-0.04376, -2.61468, 6.00493], [-0.27762, -1.27857, 4.36900], [0.96152, -4.13799, 1.06766], [2.44451, -4.37984, 1.23065], [3.27316, -3.60563, 0.29367], [0.60375, -4.45578, 0.04904], [0.82455, -3.07254, 1.23474], [0.40815, -4.69537, 1.79734], [2.70724, -5.41820, 0.96374], [2.77930, -4.11147, 2.23033], [3.35673, -2.71143, 0.61700], [-3.61686, -6.51550, 2.73491], [-2.38410, -5.67982, 2.88033], [-2.19706, -4.68628, 1.90135], [-3.72859, -7.15743, 3.69156], [-3.62710, -7.14000, 1.87816], [-4.51094, -5.95680, 2.81079], [-1.61151, -6.44868, 2.86826], [-2.31756, -5.08802, 3.83177], [-2.67688, -5.08739, 1.14094], [-4.70909, -2.55047, 4.33922], [-5.73865, -1.41232, 4.01121], [-6.12935, -0.52344, 5.10079], [-3.77355, -2.14581, 4.77299], [-4.55893, -3.14964, 3.45723], [-5.00413, -3.21227, 5.10727], [-6.64335, -1.71543, 3.49650], [-5.15515, -0.74518, 3.31002], [-6.30566, -1.11800, 5.81892], [6.42057, 1.23155, -2.74680], [5.29928, 1.21342, -1.65595], [4.79730, -0.10446, -1.56526], [7.36363, 0.78195, -2.44013], [6.62693, 2.28995, -2.99151], [6.05560, 0.71361, -3.64597], [4.54943, 1.92781, -1.92471], [5.64278, 1.44554, -0.64756], [4.00585, -0.21505, -2.17824], [-5.12858, 2.40039, 2.77780], [-6.54075, 2.36722, 2.15244], [-6.90243, 1.02537, 2.07793], [-4.59657, 1.54800, 2.33256], [-5.26017, 2.16555, 3.85947], [-4.52098, 3.27593, 2.72156], [-6.55139, 2.74486, 1.12075], [-7.23385, 3.05340, 2.66931], [-7.24706, 0.73178, 2.95794], [-5.50821, 0.02621, -1.55794], [-4.06119, -0.18680, -2.11191], [-3.68610, -1.55429, -1.71914], [-5.46598, 0.24207, -0.56459], [-6.15961, -0.85725, -1.69841], [-6.00936, 0.89756, -2.06486], [-3.40057, 0.50489, -1.59511], [-4.01230, -0.15063, -3.15372], [-2.78841, -1.50530, -1.33972], [5.79842, -2.65853, 2.13797], [5.64097, -1.75042, 0.89215], [4.46957, -0.98646, 1.06064], [4.88983, -3.25606, 2.37506], [6.00293, -2.00022, 2.95503], [6.64421, -3.29882, 2.00831], [5.51733, -2.29900, -0.05422], [6.49595, -1.11675, 0.81471], [4.48293, -0.32742, 0.33459], [-1.63888, 0.99271, -5.32111], [-0.16370, 0.84291, -5.30005], [0.36854, 0.94689, -4.03843], [-1.99314, 1.89598, -4.89127], [-2.13181, 0.19479, -4.81990], [-2.06065, 0.99057, -6.31539], [0.26801, 1.62190, -5.96499], [0.14090, -0.16933, -5.54804], [0.20177, 1.74699, -3.49848], [-1.07928, 1.84926, 3.85967], [0.24995, 2.32390, 4.33873], [1.39368, 1.35833, 4.02472], [1.17524, 0.09468, 4.67291], [2.16412, -0.88400, 4.22841], [0.54031, 3.57976, 3.52270], [-1.92089, 2.48445, 4.07125], [-1.36660, 0.91024, 4.19585], [-0.98226, 1.82220, 2.80240], [0.15591, 2.46491, 5.45081], [2.32501, 1.85442, 4.34171], [1.45085, 1.24550, 2.94178], [3.16984, -0.50691, 4.58435], [2.26750, -0.90393, 3.14119], [1.89631, -1.85964, 4.64170], [-0.16777, 4.25484, 3.76426], [1.41053, 4.06746, 3.70500], [-0.60472, 6.75057, -1.47378], [0.52617, 5.99942, -0.70026], [1.94212, 6.48472, -0.99171], [2.85172, 5.46239, -0.54316], [4.14678, 6.01318, -0.45786], [0.47304, 6.17257, 0.79436], [-0.72700, 6.44119, -2.54847], [-0.48271, 7.81263, -1.38087], [-1.54531, 6.51874, -0.85660], [0.44554, 4.94476, -1.01001], [2.23479, 7.39049, -0.40396], [2.05419, 6.65941, -2.09317], [4.13013, 6.58130, 0.45438], [4.34845, 6.61305, -1.30662], [4.95042, 5.31575, -0.40526], [-0.13499, 5.41919, 1.26214], [1.38632, 5.92796, 1.14603], [3.92462, -2.55656, -4.40872], [2.60641, -1.82273, -4.28984], [1.72346, -2.59051, -3.33183], [1.07288, -3.70518, -3.90124], [0.08503, -3.30636, -4.86226], [2.77904, -0.47090, -3.79224], [3.62920, -3.63540, -4.31401], [4.68346, -2.13870, -3.75478], [4.36462, -2.40549, -5.43172], [2.16147, -1.96398, -5.26016], [0.86541, -1.93324, -2.90336], [2.34994, -2.79294, -2.48729], [-0.33252, -4.26460, -5.19165], [0.47151, -2.74518, -5.72419], [-0.69940, -2.77785, -4.34355], [1.90810, 0.01616, -3.80655], [3.45882, -0.04890, -4.44422], [1.35359, -0.21674, 0.32252], [0.29001, 0.60720, -0.41745], [-1.14196, 0.32128, 0.12359], [-1.52494, -1.07733, -0.12173], [-2.27593, -1.58032, 0.96495], [0.43855, 2.07260, -0.52215], [2.34567, 0.00833, -0.09755], [1.10026, -1.26985, 0.15068], [1.44447, -0.12401, 1.42455], [0.28229, 0.24094, -1.48264], [-1.83164, 1.03191, -0.32561], [-1.09302, 0.41519, 1.14768], [-1.70549, -1.54327, 1.87042], [-2.43424, -2.63125, 0.70959], [-3.24426, -1.14534, 1.13137], [0.44188, 2.41704, 0.40424], [1.41183, 2.20966, -0.87791]],
  "mulliken_charge": [-0.7605, -0.2715, 0.4015, 0.4287, -0.0020, 0.0107, 0.1511, -0.6385, 0.3926, -0.0472, -0.1673, 0.3718, -0.3197, -0.3615, 0.3089, -0.1880, 0.2703, 0.2746, -0.9782, 0.0840, 0.2238, 0.3113, 0.3576, 0.1818, 0.7040, -0.6533, -0.3432, -0.0940, -0.4101, 0.0302, 0.2990, 0.2669, 0.1030, -1.5579, -0.0228, -0.1211, 0.3647, 0.4402, 0.3975, 0.3192, 0.0117, 0.1674, -1.0260, -0.0262, -0.5234, 0.2834, 0.2040, 0.5569, 0.3138, -0.0427, 0.2749, -1.3530, 0.6267, -0.1870, 0.3360, 0.3996, 0.2491, -0.4045, 0.3794, 0.0046, -0.5128, -0.5093, -0.4811, -0.1176, 0.2548, 0.4943, 0.2592, 0.3276, 0.2993, -1.5113, 1.4111, -0.6668, 0.3882, 0.2975, 0.3528, -0.7912, 0.3152, 0.0385, -1.1515, -0.2530, -0.3281, 0.0946, 0.3689, 0.3961, 0.1536, 0.5293, 0.1309, -1.1908, 0.0709, -0.1820, 0.1651, 0.1763, 0.5005, 0.2323, 0.1468, -0.2052, -1.3115, 0.3095, -0.2181, -0.4730, -0.1132, -0.4619, 0.5199, 0.3188, 0.1206, 0.2306, 0.3911, -0.1441, 0.3788, -0.2147, 0.2587, 0.2872, 0.2075, -1.4428, 2.5189, -1.2999, -0.1861, -1.0537, -0.8252, 0.2600, 0.3855, 0.3174, -1.2003, 0.6093, 0.3391, 0.3123, 0.4365, 0.2569, 0.2585, 0.3113, -1.6464, 0.3186, -0.2665, -0.4691, -0.6615, 0.4824, 0.3824, 0.1767, 0.3971, 0.4555, -0.3698, 0.6561, 0.2851, 0.3880, 0.1712, -0.2385, 0.2966, 1.2628, 1.7851, -0.8976, 1.2035, -0.6492, 0.0297, -0.3289, -0.1236, -1.2786, -1.1570, 0.0827, -0.3965, 0.0858, 0.0936, 0.2222, 0.2399, -0.1204],
  "e_above_lowest_ev": 0.000,
  "homo_lumo_gap_ha": 0.3535,
  "e_homo_ev": -9.2,
  "multiplicity": 1,
  "fmax_ev_per_a": 3.8,
  "total_charge": 0,
  "energy_ha": -2858.96372
}